No. 1
Below is a cluster of 14 separate species, C36H105N17O19 in total, with properties calculated with ωB97M-V/def2-TZVPD.

Output
orbital gap: 8.3309 eV
total charge: 0

Cartesian coordinates (Å):
C: 17.214 -24.672 23.658
O: 17.275 -25.568 22.814
N: 17.396 -23.466 23.417
N: 17.058 -24.789 24.939
H: 17.400 -23.005 22.518
H: 17.287 -22.883 24.234
H: 16.742 -25.697 25.251
H: 17.337 -24.010 25.518
C: 14.695 -29.259 26.667
O: 15.222 -28.134 26.794
N: 14.719 -30.256 27.528
N: 13.861 -29.476 25.598
H: 15.250 -29.981 28.342
H: 14.438 -31.165 27.188
H: 13.255 -30.283 25.569
H: 13.708 -28.633 25.062
C: 12.703 -24.358 29.135
O: 11.872 -23.998 29.973
N: 12.374 -25.027 27.999
N: 14.006 -24.056 29.132
H: 13.060 -25.370 27.342
H: 11.390 -25.140 27.801
H: 14.502 -24.586 28.430
H: 14.516 -23.625 29.890
C: 15.628 -25.418 16.941
O: 14.943 -26.374 16.985
N: 15.510 -24.509 16.031
N: 16.555 -25.179 17.757
H: 14.677 -24.596 15.467
H: 15.934 -23.620 16.257
H: 16.861 -24.226 17.890
H: 16.551 -25.832 18.528
C: 10.175 -30.101 17.896
O: 8.978 -30.397 17.734
N: 10.683 -29.167 17.220
N: 10.987 -30.677 18.690
H: 11.572 -28.734 17.430
H: 9.951 -28.687 16.715
H: 10.581 -31.301 19.373
H: 11.974 -30.462 18.673
C: 15.422 -20.283 19.132
O: 16.171 -21.178 19.061
N: 15.680 -19.183 18.424
N: 14.306 -20.255 19.845
H: 15.025 -18.417 18.490
H: 16.331 -19.229 17.654
H: 14.027 -20.882 20.587
H: 13.634 -19.523 19.667
C: 8.811 -28.630 26.801
O: 7.878 -28.263 25.883
C: 8.620 -27.817 24.631
C: 7.646 -27.306 23.524
N: 6.504 -26.590 24.168
C: 6.660 -25.156 24.598
C: 5.417 -24.340 24.937
O: 4.756 -24.797 26.112
C: 5.250 -24.245 27.311
H: 8.410 -28.373 27.782
H: 9.811 -28.243 26.604
H: 8.835 -29.717 26.878
H: 9.241 -28.650 24.302
H: 9.296 -26.982 24.815
H: 7.299 -28.227 23.055
H: 8.039 -26.691 22.714
H: 6.207 -27.173 24.938
H: 7.083 -24.653 23.728
H: 7.466 -25.076 25.327
H: 4.701 -24.346 24.114
H: 5.621 -23.279 25.078
H: 6.267 -24.573 27.529
H: 4.827 -24.687 28.213
H: 5.119 -23.167 27.400
C: 16.906 -20.756 25.858
O: 15.670 -21.395 25.533
C: 14.758 -20.471 25.046
C: 13.402 -21.228 24.806
N: 13.475 -22.132 23.634
C: 12.247 -22.936 23.564
C: 12.348 -24.029 22.474
O: 12.782 -25.233 23.100
C: 12.878 -26.302 22.106
H: 16.732 -19.945 26.565
H: 17.554 -20.315 25.100
H: 17.594 -21.383 26.425
H: 15.189 -20.140 24.101
H: 14.564 -19.614 25.691
H: 12.597 -20.501 24.700
H: 13.242 -21.734 25.759
H: 14.357 -22.616 23.730
H: 11.445 -22.257 23.273
H: 12.063 -23.399 24.533
H: 13.172 -23.841 21.786
H: 11.383 -24.042 21.967
H: 12.901 -27.213 22.704
H: 13.767 -26.294 21.475
H: 12.049 -26.251 21.400
C: 23.491 -24.100 25.412
O: 24.313 -25.006 24.615
C: 25.404 -24.426 23.857
C: 26.243 -25.545 23.262
N: 27.596 -25.005 22.920
C: 28.650 -25.933 23.111
C: 28.662 -27.047 22.024
O: 28.552 -26.497 20.678
C: 29.605 -25.658 20.372
H: 22.943 -23.309 24.900
H: 24.304 -23.614 25.951
H: 22.871 -24.706 26.073
H: 26.171 -24.082 24.551
H: 25.095 -23.686 23.118
H: 25.646 -25.856 22.405
H: 26.375 -26.391 23.936
H: 27.402 -24.914 21.933
H: 28.697 -26.456 24.066
H: 29.550 -25.320 23.052
H: 27.768 -27.660 22.136
H: 29.477 -27.754 22.173
H: 29.528 -24.763 20.990
H: 29.689 -25.478 19.300
H: 30.522 -26.203 20.597
C: 11.669 -14.742 22.046
O: 11.145 -15.525 20.970
C: 10.458 -16.683 21.288
C: 9.783 -17.096 19.982
N: 10.684 -17.237 18.756
C: 9.864 -17.598 17.596
C: 10.733 -17.723 16.391
O: 9.881 -18.230 15.373
C: 9.431 -17.229 14.495
H: 12.236 -13.952 21.554
H: 12.389 -15.368 22.575
H: 10.900 -14.410 22.744
H: 9.678 -16.514 22.030
H: 11.013 -17.482 21.781
H: 9.047 -16.323 19.760
H: 9.232 -18.033 20.065
H: 11.186 -16.361 18.722
H: 8.989 -16.962 17.468
H: 9.421 -18.572 17.803
H: 11.535 -18.451 16.512
H: 11.243 -16.788 16.158
H: 8.744 -17.632 13.751
H: 10.196 -16.829 13.831
H: 8.953 -16.509 15.160
C: 16.100 -15.333 32.679
O: 15.738 -15.492 31.264
C: 16.166 -16.669 30.581
C: 15.173 -17.816 30.724
N: 13.944 -17.510 30.029
C: 12.868 -18.371 30.522
C: 12.179 -17.881 31.825
O: 11.605 -16.554 31.552
C: 10.780 -15.994 32.548
H: 15.594 -16.148 33.197
H: 15.519 -14.459 32.973
H: 17.185 -15.313 32.779
H: 17.211 -16.952 30.699
H: 16.244 -16.419 29.523
H: 15.048 -18.058 31.780
H: 15.663 -18.628 30.187
H: 13.643 -16.618 30.395
H: 13.153 -19.422 30.566
H: 12.056 -18.319 29.796
H: 12.830 -18.059 32.681
H: 11.470 -18.655 32.123
H: 11.168 -16.030 33.566
H: 9.942 -16.690 32.587
H: 10.499 -14.957 32.365
O: 11.957 -17.072 26.536
H: 12.350 -17.506 27.294
H: 11.761 -16.187 26.841
O: 14.691 -30.171 18.584
H: 14.590 -29.224 18.492
H: 15.628 -30.325 18.465
O: 7.536 -19.711 27.132
H: 8.339 -19.530 26.645
H: 7.837 -20.000 27.993

=====

No. 2
Below is a cluster of 2 separate species, C4H7NO2 in total, with properties calculated with ωB97M-V/def2-TZVPD.

Output
orbital gap (alpha / beta): 5.8405 / 8.7742 eV
multiplicity: 3
total charge: 0
<S²>: 2.01

Cartesian coordinates (Å):
C: -3.152 -0.792 -0.336
C: -1.913 -0.536 -0.194
C: 2.387 -0.068 -0.050
C: -1.724 0.932 0.067
N: 2.953 -0.809 -0.905
O: -4.228 -0.940 -0.727
O: 2.968 0.358 1.139
H: -1.161 -1.315 -0.075
H: 1.370 0.207 0.131
H: -1.144 1.172 1.029
H: -2.716 1.440 0.136
H: -1.286 1.523 -0.761
H: 3.832 -1.149 -0.627
H: 3.814 -0.022 1.175

=====

| no. | E (eV) | strongest force on any atom (eV/A) |
| --- | --- | --- |
| 1 | -103260.6719 | 9.31 |
| 2 | -9840.5423 | 5.26 |